P:
Density functional theory data (ωB97M-V with the def2-TZVPD basis set) for 2 unconnected molecules or ions with the total composition CH6NS.

Summary:
Molecular weight: 64.133 g mol⁻¹
2S+1: 1
LUMO energy: 4.4 eV
HOMO: -2.2467 eV
Gap between HOMO and LUMO: 6.670 eV
Charge: -1

Last column: Löwdin charge in e.
Geometry (Å):
N1 -1.8389 1.2947 0.5454  -0.030
H1 -0.9371 1.0498 0.6631  -0.136
H2 -2.0129 2.2608 0.2015  0.010
H3 -1.8938 0.5595 -0.2365  0.020
C1 1.4020 -1.1392 -0.1451  -0.731
S1 1.1159 0.3788 -1.2040  -0.067
H4 1.1907 -1.9861 -0.7680  -0.062
H5 2.4543 -1.2566 0.3649  0.017
H6 0.5198 -1.1617 0.5788  -0.020

Q:
Density functional theory data (ωB97M-V with the def2-TZVPD basis set) for 2 unconnected molecules or ions with the total composition CH6NS.

Summary:
Molecular weight: 64.133 g mol⁻¹
2S+1: 1
LUMO energy: 4.2 eV
HOMO: -2.6439 eV
Gap between HOMO and LUMO: 6.892 eV
Charge: -1

Last column: Löwdin charge in e.
Geometry (Å):
S1 -2.6166 -1.5752 -0.0908  -0.390
H1 -2.3644 -0.5748 0.7866  -0.496
C1 0.7896 0.7950 -0.4112  -0.186
N1 0.9522 -0.3031 0.6553  -0.081
H2 0.9182 0.3258 -1.3687  0.046
H3 1.5417 1.6019 -0.2897  0.047
H4 -0.2037 1.2152 -0.2738  0.052
H5 1.0169 -1.1398 0.0817  0.028
H6 -0.0340 -0.3450 0.9106  -0.019

R:
Density functional theory data (ωB97M-V with the def2-TZVPD basis set) for 2 unconnected molecules or ions with the total composition CH6NS.

Summary:
Molecular weight: 64.133 g mol⁻¹
2S+1: 1
LUMO energy: 4.4 eV
HOMO: -2.6126 eV
Gap between HOMO and LUMO: 6.976 eV
Charge: -1

Last column: Löwdin charge in e.
Geometry (Å):
S1 -0.9217 0.4182 1.5273  -0.274
H1 -0.9660 -0.6295 2.3364  -0.498
C1 0.7309 0.1095 -2.0201  -0.244
N1 1.0058 -0.8423 -0.9634  -0.097
H2 0.5978 -0.3471 -3.0030  0.039
H3 -0.1183 0.7796 -1.8488  0.054
H4 1.5874 0.7758 -2.1762  0.054
H5 0.2632 -0.9315 -0.2734  -0.063
H6 1.8482 -0.5613 -0.4979  0.030

Which of them is the most stable? Correct choice: R.

P:
Density functional theory data (ωB97M-V with the def2-TZVPD basis set) for a molecular structure, C28H23Cl5N4O2Se2Tc.

Summary:
Molecular weight: 880.703 g mol⁻¹
2S+1: 2
⟨S²⟩: 0.872
LUMO energy (alpha / beta): -0.7 / -0.7 eV
HOMO (alpha / beta): -6.8615 / -7.3740 eV
Gap between HOMO and LUMO (alpha / beta): 6.119 / 6.630 eV

Last column: Löwdin charge in e.
Geometry (Å):
Tc1 0.1510 0.6493 0.3305  1.036
C1 -0.2715 1.0679 5.9785  -0.102
C2 -1.1173 0.0422 5.5757  -0.088
C3 -1.0196 -0.4970 4.3026  -0.073
C4 -0.0688 -0.0198 3.3935  -0.302
C5 0.7842 1.0012 3.8157  -0.043
C6 0.6821 1.5413 5.0883  -0.083
N1 0.0152 -0.4659 2.0618  -0.095
C7 -0.1467 -1.8095 1.7748  -0.251
C8 -0.0653 -2.8841 2.6754  -0.029
C9 -0.2198 -4.1799 2.2236  -0.082
C10 -0.4585 -4.4615 0.8762  -0.094
C11 -0.5180 -3.4262 -0.0337  -0.040
C12 -0.3628 -2.1218 0.4187  -0.256
N2 -0.3091 -0.9971 -0.4239  -0.198
N3 -0.5350 -1.1883 -1.7153  0.075
C13 -0.3935 -0.0323 -2.3867  -0.365
C14 -0.5920 0.0036 -3.7869  -0.011
C15 -0.4683 1.1854 -4.4529  -0.069
C16 -0.1439 2.3581 -3.7408  -0.073
C17 0.0409 2.2664 -2.3916  -0.159
N4 -0.0724 1.1045 -1.7070  -0.081
H1 -0.3498 1.4852 6.9735  0.097
H2 -1.8667 -0.3415 6.2573  0.102
H3 -1.6976 -1.2874 4.0044  0.111
H4 1.5463 1.3508 3.1329  0.069
H5 1.3616 2.3295 5.3878  0.104
H6 0.1512 -2.6997 3.7179  0.108
H7 -0.1408 -4.9951 2.9319  0.103
H8 -0.5744 -5.4846 0.5454  0.098
H9 -0.6655 -3.5954 -1.0908  0.105
H10 -0.8406 -0.9222 -4.2855  0.113
H11 -0.6184 1.2257 -5.5240  0.107
H12 -0.0362 3.3097 -4.2400  0.102
H13 0.2980 3.1334 -1.7957  0.094
Cl1 1.4737 3.0025 0.9702  0.673
C18 2.7327 1.8235 0.5976  -0.673
C19 2.2618 0.5743 0.2353  -0.290
C20 3.2391 -0.3686 -0.0613  -0.674
Cl2 2.7619 -1.9602 -0.5439  0.731
C21 4.5999 -0.0676 0.0191  -0.700
Cl3 5.7814 -1.2628 -0.3492  0.684
C22 5.0173 1.2102 0.3992  -0.706
Cl4 6.6893 1.5907 0.5001  0.688
C23 4.0659 2.1831 0.6950  -0.713
Cl5 4.5278 3.7720 1.1630  0.691
O1 -6.5385 2.0355 1.5433  -0.051
C24 -5.1494 2.0590 1.8677  -0.219
C25 -4.5295 0.7203 1.4726  -0.580
C26 -5.2474 -0.4421 2.1911  -0.205
O2 -6.5295 -0.7292 1.6801  -0.040
C27 -4.5989 0.4897 -0.0395  -0.443
Se1 -3.4136 1.7414 -0.9922  0.688
C28 -3.0719 0.6783 1.9187  -0.439
Se2 -1.9949 1.9345 0.8885  0.660
H14 -6.9024 2.9202 1.6310  0.105
H15 -5.0125 2.2040 2.9455  0.136
H16 -4.6530 2.8773 1.3396  0.088
H17 -5.2848 -0.2174 3.2656  0.136
H18 -4.6576 -1.3524 2.0634  0.134
H19 -7.0393 0.0908 1.7012  0.074
H20 -5.6032 0.6740 -0.4125  0.076
H21 -4.3019 -0.5262 -0.2915  0.085
H22 -2.6357 -0.3062 1.7595  0.069
H23 -2.9541 0.9446 2.9690  0.084

Q:
Density functional theory data (ωB97M-V with the def2-TZVPD basis set) for a molecular structure, C28H23Cl5N4O2Se2Tc.

Summary:
Molecular weight: 880.703 g mol⁻¹
2S+1: 2
⟨S²⟩: 0.791
LUMO energy (alpha / beta): -0.8 / -0.5 eV
HOMO (alpha / beta): -6.9377 / -6.7593 eV
Gap between HOMO and LUMO (alpha / beta): 6.106 / 6.247 eV

Last column: Löwdin charge in e.
Geometry (Å):
Tc1 -0.4830 0.4511 -0.4000  0.842
C1 1.7610 4.2283 2.9222  -0.088
C2 0.9288 4.4953 1.8442  -0.065
C3 0.7485 3.5493 0.8475  -0.035
C4 1.4076 2.3276 0.9288  -0.301
C5 2.2401 2.0565 2.0135  -0.059
C6 2.4158 3.0070 3.0050  -0.087
N1 1.1952 1.3370 -0.0772  -0.151
C7 2.3238 0.6218 -0.4987  -0.258
C8 3.6120 1.1354 -0.6537  -0.020
C9 4.6428 0.2795 -0.9881  -0.087
C10 4.4085 -1.0881 -1.1633  -0.087
C11 3.1400 -1.6152 -1.0277  -0.025
C12 2.0897 -0.7556 -0.7066  -0.255
N2 0.7676 -1.0476 -0.4827  -0.191
N3 0.4190 -2.2694 0.1416  -0.050
C13 -0.9737 -2.4610 0.0498  -0.283
C14 -1.5464 -3.7078 0.2596  0.015
C15 -2.9186 -3.8147 0.1473  -0.044
C16 -3.6756 -2.6969 -0.1861  -0.045
C17 -3.0321 -1.4925 -0.3751  -0.118
N4 -1.7032 -1.3757 -0.2377  -0.046
H1 1.8967 4.9701 3.6984  0.100
H2 0.4100 5.4421 1.7753  0.108
H3 0.0805 3.7428 0.0217  0.064
H4 2.7453 1.0994 2.0738  0.116
H5 3.0598 2.7883 3.8472  0.102
H6 3.7895 2.1922 -0.5026  0.121
H7 5.6437 0.6697 -1.1134  0.100
H8 5.2336 -1.7389 -1.4218  0.101
H9 2.9489 -2.6679 -1.1790  0.084
H10 -0.9184 -4.5594 0.4762  0.102
H11 -3.3974 -4.7724 0.3023  0.113
H12 -4.7492 -2.7520 -0.2891  0.109
H13 -3.5496 -0.5703 -0.6029  0.067
Cl1 -0.5158 -0.1350 2.2057  0.810
C18 0.6926 -1.3696 2.4472  -0.515
C19 0.9437 -2.3446 1.4750  -0.248
C20 1.8155 -3.3858 1.7904  -0.592
Cl2 2.0564 -4.6578 0.6591  0.751
C21 2.4689 -3.4255 3.0229  -0.693
Cl3 3.5436 -4.7106 3.3863  0.709
C22 2.2506 -2.4139 3.9526  -0.694
Cl4 3.0703 -2.4429 5.4600  0.708
C23 1.3472 -1.3862 3.6723  -0.696
Cl5 1.0408 -0.1731 4.8437  0.725
O1 -4.2803 2.9361 -4.3305  -0.049
C24 -3.1567 3.7215 -3.9569  -0.224
C25 -2.3224 2.9642 -2.9141  -0.577
C26 -1.1456 3.8527 -2.5126  -0.261
O2 -1.5056 4.9798 -1.7266  -0.058
C27 -3.2437 2.6215 -1.7423  -0.534
Se1 -2.4553 2.0113 -0.0636  0.569
C28 -1.8084 1.6902 -3.5989  -0.514
Se2 -0.3532 0.6531 -2.7892  0.689
H14 -4.7874 3.4188 -4.9887  0.092
H15 -3.4974 4.6757 -3.5320  0.123
H16 -2.5300 3.9360 -4.8326  0.129
H17 -0.6001 4.1643 -3.4142  0.136
H18 -0.4546 3.2712 -1.9067  0.046
H19 -2.0363 5.5778 -2.2600  0.078
H20 -3.9374 1.8506 -2.0724  0.055
H21 -3.8485 3.4882 -1.4716  0.061
H22 -1.3686 1.9499 -4.5659  0.059
H23 -2.6532 1.0354 -3.8038  0.063

Which of them is the most stable? Correct choice: P.

P:
Density functional theory data (ωB97M-V with the def2-TZVPD basis set) for a single C6H4N2 molecule.

Summary:
Molecular weight: 104.112 g mol⁻¹
2S+1: 1
Structure (SMILES): [H]/N=C1/C=CC(C#C)=N1
LUMO energy: -1.5 eV
HOMO: -9.7081 eV
Gap between HOMO and LUMO: 8.194 eV

Last column: Löwdin charge in e.
Geometry (Å):
H1 2.7190 -1.8442 0.2543  -0.036
N1 2.7510 -0.9702 0.0814  0.254
C1 1.5798 -0.4201 -0.1217  -0.440
C2 1.3154 0.9246 -0.0986  -0.067
C3 -0.0879 1.2576 -0.0229  0.082
C4 -0.6437 -0.2313 -0.2492  -0.261
C5 -2.0300 -0.5973 -0.1760  -0.054
C6 -3.2268 -0.4959 0.1148  0.144
N2 0.3529 -1.0848 -0.1297  0.125
H2 1.9213 1.7539 -0.1274  0.073
H3 -0.3566 2.3684 0.3057  0.141
H4 -4.2944 -0.6607 0.1694  0.040

Q:
Density functional theory data (ωB97M-V with the def2-TZVPD basis set) for a single C6H4N2 molecule.

Summary:
Molecular weight: 104.112 g mol⁻¹
2S+1: 1
Structure (SMILES): [H]/N=C1\N=CC=C1C#C
LUMO energy: -1.0 eV
HOMO: -9.5493 eV
Gap between HOMO and LUMO: 8.504 eV

Last column: Löwdin charge in e.
Geometry (Å):
H1 -0.7838 -1.7217 2.2583  -0.013
N1 -1.1104 -0.9813 1.8028  0.218
C1 -0.1063 -0.3558 1.2201  -0.272
N2 1.2606 -1.1569 1.2997  0.110
C2 1.8186 -0.7441 0.2689  -0.204
C3 1.0381 0.3124 -0.4639  -0.024
C4 -0.1789 0.4501 0.0576  -0.251
C5 -1.3482 0.9122 -0.7047  -0.070
C6 -2.1894 1.5286 -1.4561  0.075
H2 2.9801 -0.9074 -0.2679  0.179
H3 1.3103 0.7057 -1.4655  0.125
H4 -2.6907 1.9583 -2.5493  0.128

Which of them is the most stable? Correct choice: P.